Formula: C27H75F3HfN5O14S
Source: the OMol25 dataset
Level of theory: ωB97M-V with the def2-TZVPD basis set

Total energy in hartree: -3145.5183
LUMO in eV: -11.99
Relative energy (zero: lowest compared OMol25 entry of this formula, charge and spin) in eV: 0.000
Orbital gap in eV: 1.432
HOMO level in eV: -13.42

```
! wB97M-V def2-TZVPD RIJCOSX def2/J DEFGRID3
* xyz 3 1
Hf 1.764 -0.712 3.147
C -1.998 1.068 0.305
F -2.832 -0.032 0.271
F -2.244 1.720 -0.845
F -2.178 1.903 1.326
S -0.084 0.562 0.168
O 0.045 -0.532 -0.802
O 0.603 1.787 -0.201
O 0.370 0.137 1.517
C 0.901 2.715 2.792
O 0.939 1.541 3.613
H 1.729 2.940 2.119
H -0.026 2.556 2.241
H 0.711 3.619 3.370
H 0.489 1.784 4.426
C -1.064 -3.886 -0.330
O -0.041 -4.130 0.655
H -1.275 -4.770 -0.932
H -1.950 -3.559 0.214
H -0.777 -3.043 -0.959
H -0.266 -5.039 0.866
C 3.000 -3.932 0.072
C 3.032 -2.434 0.153
C 3.155 -1.774 -1.170
O 3.299 -0.395 -0.846
C 3.246 0.467 -1.990
N 1.892 -2.017 0.976
H 2.861 -4.395 1.049
H 3.955 -4.238 -0.353
H 2.195 -4.237 -0.597
H 3.906 -2.074 0.697
H 2.295 -1.860 -1.833
H 4.051 -2.106 -1.695
H 3.699 1.416 -1.704
H 2.261 0.694 -2.399
H 3.828 0.003 -2.786
H 1.425 -2.912 0.961
H 1.347 -1.680 0.195
C -0.113 1.160 -5.102
C -1.636 1.102 -5.280
C -2.267 0.588 -3.923
O -3.610 0.371 -4.157
C -4.309 0.005 -2.968
N -2.188 2.422 -5.613
H 0.158 0.111 -4.978
H 0.156 1.748 -4.224
H 0.345 1.565 -6.004
H -1.933 0.373 -6.034
H -2.195 1.340 -3.138
H -1.860 -0.384 -3.643
H -5.382 0.061 -3.148
H -4.131 0.712 -2.157
H -4.036 -0.984 -2.599
H -1.747 3.143 -5.061
H -3.138 2.319 -5.285
C 4.112 -4.291 -6.282
C 3.674 -3.168 -5.351
C 2.211 -3.316 -4.941
O 1.744 -2.119 -4.339
C 0.415 -2.231 -3.842
N 4.517 -3.368 -4.191
H 5.165 -4.189 -6.544
H 3.493 -4.308 -7.179
H 4.013 -5.254 -5.780
H 3.890 -2.214 -5.832
H 2.087 -4.073 -4.167
H 1.561 -3.486 -5.799
H 0.193 -1.347 -3.245
H 0.268 -3.109 -3.214
H -0.239 -2.319 -4.710
H 4.294 -2.626 -3.544
H 4.281 -4.224 -3.710
C -5.989 0.136 1.089
C -5.213 0.660 2.345
C -5.828 1.976 2.756
O -5.788 2.992 1.709
C -6.282 4.294 2.141
N -5.360 -0.334 3.402
H -7.020 -0.125 1.328
H -5.475 -0.764 0.753
H -5.898 0.893 0.309
H -4.153 0.677 2.093
H -5.393 2.303 3.701
H -6.863 1.733 2.996
H -5.636 4.648 2.944
H -7.337 4.181 2.390
H -6.113 4.964 1.298
H -6.323 -0.487 3.667
H -5.031 -1.212 3.027
C -0.212 -0.623 7.412
C 0.099 -0.984 5.952
C -1.017 -0.481 4.992
O -0.664 -0.895 3.644
C -1.765 -1.423 2.878
N 1.417 -0.412 5.574
H -0.267 0.464 7.455
H 0.587 -0.918 8.092
H -1.183 -0.900 7.825
H 0.123 -2.068 5.844
H -1.160 0.599 5.019
H -1.981 -0.897 5.283
H -1.379 -2.027 2.057
H -2.400 -0.600 2.550
H -2.400 -2.100 3.450
H 2.041 -0.982 6.127
H 1.345 0.400 6.170
C 2.142 5.509 -0.725
C 1.834 4.719 -2.052
O 0.610 4.035 -1.989
O 2.370 4.595 0.367
H 1.258 6.019 -0.341
H 2.948 6.211 -0.940
H 2.651 4.022 -2.242
H 1.696 5.443 -2.854
H 0.698 3.313 -1.363
H 2.864 5.080 1.033
C 4.098 1.458 1.918
C 4.172 1.686 3.471
O 3.428 0.700 4.138
O 3.006 0.535 1.556
H 5.013 0.975 1.576
H 3.941 2.357 1.322
H 3.685 2.606 3.796
H 5.218 1.559 3.750
H 3.792 0.885 5.007
H 3.040 0.436 0.602
*
```